Record 1
A molecular structure, C33H48BBaGeN7O4 at a distorted geometry. Source: the Open Molecules 2025 dataset; level of theory: the ωB97M-V functional and the def2-TZVPD basis.

Its charge is -2. The total energy is -4097.83643 hartree.

```
95
Properties=species:S:1:pos:R:3:forces:R:3
Ba 0.367 0.135 -0.301 1.11 0.55 0.52
C -3.834 3.037 1.274 0.15 0.02 -0.11
C -2.518 3.730 1.652 -0.21 -0.05 0.14
C -2.716 5.240 1.756 0.14 -0.09 -0.07
C -1.992 3.150 2.932 0.10 -0.02 0.16
C -2.159 3.614 4.251 -0.01 0.05 0.03
C -1.525 2.663 5.022 -0.05 0.02 -0.08
N -1.031 1.715 4.201 -0.19 0.14 0.34
N -1.310 2.012 2.923 0.03 0.00 -0.31
B -0.294 0.448 4.697 0.18 0.03 -0.45
N 1.213 0.527 4.405 0.10 0.00 0.45
C 2.172 0.578 5.352 0.16 0.03 -0.11
C 3.391 0.723 4.723 -0.10 -0.01 0.08
C 3.072 0.754 3.347 0.10 -0.04 0.10
N 1.762 0.632 3.184 -0.15 -0.01 -0.61
C 3.992 0.954 2.176 -0.04 0.05 0.23
C 5.328 0.247 2.390 -0.12 0.00 -0.06
C 4.214 2.452 1.946 -0.04 -0.15 -0.06
N -0.938 -0.828 4.123 -0.15 -0.19 0.41
C -1.440 -1.826 4.878 -0.05 -0.06 -0.11
C -2.004 -2.762 4.038 0.03 0.01 0.02
C -1.793 -2.236 2.746 -0.04 -0.03 0.19
N -1.150 -1.079 2.824 0.11 0.09 -0.66
C -2.217 -2.812 1.427 0.02 -0.13 0.17
C -1.466 -4.114 1.134 0.00 0.15 -0.09
C -3.729 -3.048 1.405 0.10 0.10 -0.10
H -4.211 3.410 0.317 -0.02 -0.01 0.00
H -4.594 3.215 2.039 0.00 0.00 0.02
H -3.671 1.963 1.191 -0.07 -0.02 -0.01
H -1.787 3.515 0.874 0.02 0.04 0.00
H -3.509 5.477 2.469 -0.01 0.03 0.00
H -2.992 5.656 0.784 -0.04 0.02 0.01
H -1.798 5.726 2.090 -0.02 0.04 -0.01
H -2.658 4.505 4.596 0.01 0.01 -0.02
H -1.393 2.601 6.090 0.02 -0.07 -0.01
H -0.421 0.407 5.896 0.00 0.00 0.08
H 1.928 0.508 6.400 -0.08 0.00 -0.02
H 4.359 0.792 5.190 0.02 0.00 -0.03
H 3.509 0.550 1.280 0.12 0.06 -0.11
H 5.887 0.721 3.203 0.05 -0.03 0.03
H 5.928 0.296 1.480 -0.02 0.02 -0.02
H 5.177 -0.804 2.644 0.03 -0.02 -0.01
H 4.713 2.901 2.811 0.00 0.03 0.02
H 3.255 2.949 1.799 0.02 0.06 -0.03
H 4.825 2.607 1.055 -0.04 0.00 -0.04
H -1.363 -1.801 5.953 0.01 0.06 0.00
H -2.493 -3.681 4.319 0.00 0.00 -0.01
H -1.966 -2.083 0.656 -0.05 -0.01 0.04
H -1.683 -4.862 1.900 0.00 -0.02 0.01
H -0.392 -3.931 1.114 0.00 -0.06 -0.02
H -1.760 -4.513 0.160 0.02 -0.03 0.00
H -4.011 -3.796 2.152 -0.03 0.00 0.01
H -4.045 -3.403 0.421 -0.01 -0.02 0.00
H -4.262 -2.122 1.627 -0.04 -0.02 0.00
C -2.848 4.277 -3.846 0.05 -0.01 0.05
C -1.414 4.674 -3.474 -0.27 0.05 -0.16
C -1.019 4.038 -2.225 0.21 -0.12 0.01
N -0.717 3.484 -1.268 0.02 -0.14 0.07
H -3.149 4.752 -4.778 0.03 0.00 -0.01
H -3.541 4.577 -3.060 -0.02 0.00 -0.01
H -2.917 3.196 -3.963 -0.04 0.00 -0.02
H -1.330 5.756 -3.360 0.06 -0.02 0.01
H -0.715 4.361 -4.251 0.05 0.02 0.05
O -0.108 -2.169 -1.221 -0.01 -0.31 0.00
C -1.214 -2.066 -1.810 -0.27 -0.33 -0.42
O -2.056 -1.157 -1.647 0.20 0.24 0.13
C -1.540 -3.165 -2.813 -0.02 -0.06 0.11
C -2.849 -3.385 -3.213 -0.03 0.16 0.08
C -3.186 -4.405 -4.103 0.01 -0.19 -0.16
C -2.152 -5.174 -4.578 0.16 0.02 0.03
O -2.202 -6.232 -5.468 -0.17 0.13 0.19
C -0.850 -6.595 -5.697 0.21 -0.33 -0.43
O -0.020 -5.879 -4.810 0.01 0.10 0.24
C -0.843 -4.962 -4.180 -0.19 0.01 -0.18
C -0.503 -3.973 -3.296 0.13 -0.01 0.05
H -3.619 -2.734 -2.818 0.04 0.02 0.02
H -4.207 -4.587 -4.411 0.00 0.02 0.00
H -0.576 -6.359 -6.736 -0.05 0.12 0.09
H -0.726 -7.672 -5.537 -0.05 0.07 0.11
H 0.514 -3.796 -2.970 -0.01 0.00 0.01
C 4.057 2.154 -3.697 -0.13 -0.02 -0.06
Ge 3.659 0.292 -3.028 0.61 0.16 0.62
C 2.702 -0.430 -4.686 -0.05 -0.03 0.20
C 5.479 -0.574 -3.341 -0.11 -0.04 -0.22
C 3.176 0.261 -1.181 -1.30 0.00 -0.49
H 4.656 2.106 -4.613 -0.02 -0.02 -0.03
H 4.614 2.722 -2.949 -0.01 -0.07 0.06
H 3.140 2.708 -3.925 -0.03 -0.01 0.01
H 3.367 -0.455 -5.557 0.04 0.05 0.00
H 1.835 0.194 -4.927 -0.02 0.01 0.03
H 2.342 -1.445 -4.498 -0.01 -0.01 0.01
H 5.840 -0.406 -4.364 0.00 0.00 -0.02
H 5.425 -1.655 -3.179 -0.04 0.00 0.03
H 6.216 -0.169 -2.644 -0.07 0.05 0.06
H 3.305 -0.812 -0.895 0.02 -0.05 0.05
```
Positions in Å, forces in eV/Å.

Record 2
A molecular structure, C36H76BeF3N5O8S2 at a distorted geometry. Source: the Open Molecules 2025 dataset; level of theory: the ωB97M-V functional and the def2-TZVPD basis.

The total energy is -3403.26267 hartree.

```
131
Properties=species:S:1:pos:R:3:forces:R:3
Be 2.150 0.551 0.557 -1.23 -0.68 -0.40
F -0.194 -0.019 0.233 2.60 0.74 0.32
N 4.207 0.565 -0.645 0.91 -0.86 3.04
S 5.746 0.024 -0.341 3.64 -0.72 4.57
O 6.916 0.464 -1.052 -1.86 -0.24 -1.48
O 5.817 -1.302 0.195 -1.08 0.67 -0.48
F 5.916 1.009 0.875 -0.44 -0.04 1.27
S 4.366 0.608 -2.154 -4.17 0.90 -8.39
O 4.555 -0.684 -2.793 0.39 1.66 1.29
O 4.883 1.802 -2.764 0.83 -0.94 1.01
F 2.781 0.939 -2.403 0.05 -0.63 0.36
C 0.067 -0.841 -5.406 0.96 -0.38 -0.19
C -1.018 -0.697 -4.322 -0.84 -1.28 -0.33
C -2.440 -1.025 -5.022 0.73 -1.99 0.58
C -2.783 -2.634 -5.152 1.40 2.06 -0.53
C -2.558 -3.262 -3.797 -1.25 1.20 -0.03
C -1.223 -2.953 -3.075 -0.77 -1.06 0.77
N -0.957 -1.485 -3.044 -2.05 -1.53 -1.29
O 0.098 -1.212 -2.176 0.33 0.33 -0.67
C -1.504 -3.512 -1.549 1.05 0.93 -0.56
C -0.143 -3.793 -3.760 0.59 -1.17 0.83
C -1.073 0.754 -3.948 0.00 1.40 -0.10
H 0.214 -1.804 -5.895 -0.85 -0.31 0.07
H 1.102 -0.654 -5.120 -0.07 0.45 0.78
H -0.136 -0.110 -6.189 -0.16 0.00 -0.07
H -3.151 -0.499 -4.386 -0.44 -0.49 0.13
H -2.523 -0.548 -5.998 0.41 0.00 -0.05
H -2.203 -3.174 -5.900 0.79 0.57 -0.23
H -3.769 -2.788 -5.589 -0.45 0.24 0.69
H -2.804 -4.322 -3.864 0.41 -0.16 0.38
H -3.362 -2.767 -3.252 -0.03 -0.31 0.84
H -1.484 -4.575 -1.311 -0.09 -0.47 -1.26
H -0.688 -3.204 -0.895 -0.06 0.69 0.04
H -2.461 -3.194 -1.134 0.09 0.56 -0.23
H -0.132 -4.759 -3.256 -0.34 -0.37 -0.09
H -0.338 -4.032 -4.805 0.10 0.46 -0.09
H 0.900 -3.524 -3.593 -0.10 0.84 -0.26
H -0.094 1.212 -3.807 0.18 -0.20 0.01
H -1.666 1.029 -3.076 -0.11 -0.56 0.19
H -1.546 1.285 -4.775 0.10 0.19 -0.19
H -0.418 -0.766 -1.500 0.72 0.40 1.06
C 4.070 3.195 2.399 0.06 1.00 0.34
C 3.464 4.073 1.262 1.27 0.25 0.71
C 4.575 4.201 0.159 -0.44 -0.46 -1.45
C 4.110 4.996 -1.077 -0.70 -0.36 0.94
C 2.837 4.323 -1.633 0.15 0.11 2.30
C 1.690 4.173 -0.535 0.20 -0.46 -0.65
N 2.243 3.436 0.666 1.57 -0.44 -0.98
O 1.291 2.978 1.621 0.38 0.28 -0.46
C 1.083 5.549 -0.221 -0.20 -0.39 -0.08
C 0.558 3.357 -1.113 -0.78 0.14 -0.37
C 3.319 5.525 1.902 -0.12 -0.44 -0.47
H 4.978 3.728 2.678 0.45 -0.30 -0.32
H 4.326 2.156 2.194 -0.21 0.10 -0.39
H 3.562 3.259 3.362 -0.78 -0.21 -0.20
H 5.528 4.597 0.509 -0.30 0.21 0.63
H 4.855 3.245 -0.282 -0.21 -0.53 0.53
H 4.854 4.995 -1.873 0.17 0.09 0.21
H 3.936 6.010 -0.718 -0.13 0.31 -0.55
H 3.130 3.299 -1.866 -0.22 0.23 -0.83
H 2.474 4.963 -2.437 -0.34 -0.66 -0.27
H 0.071 5.621 -0.621 -0.08 -0.18 0.18
H 1.021 5.643 0.863 0.08 0.81 -0.20
H 1.631 6.300 -0.789 0.22 0.40 0.85
H 0.197 3.967 -1.941 -0.17 -0.22 -0.22
H 0.725 2.356 -1.511 0.54 -0.10 0.22
H -0.263 3.305 -0.398 -0.02 -0.15 0.04
H 4.287 5.840 2.294 0.07 -0.47 0.31
H 2.589 5.548 2.711 -0.02 0.01 0.09
H 3.100 6.343 1.216 -0.36 -0.40 -0.21
H 0.991 3.728 2.140 -0.28 0.46 0.29
C 3.299 -3.698 2.863 0.98 0.26 0.50
C 2.229 -2.838 2.152 -0.19 -1.19 -1.95
C 0.838 -3.517 2.272 -0.44 1.35 1.01
C 0.208 -3.245 3.628 -0.14 0.45 0.68
C 0.146 -1.734 3.839 -0.38 0.22 -0.99
C 1.493 -0.963 3.735 -1.14 -2.52 0.13
N 2.184 -1.357 2.470 -2.39 0.47 -0.69
O 3.437 -0.729 2.357 0.01 -0.32 0.18
C 1.028 0.430 3.800 -0.21 2.34 0.34
C 2.305 -1.397 4.955 0.56 0.20 -0.02
C 2.595 -2.914 0.659 1.03 0.14 -1.02
H 3.049 -4.286 3.746 -0.55 0.58 0.29
H 4.153 -3.063 3.100 0.20 0.02 0.39
H 3.805 -4.457 2.265 -0.56 0.16 -0.82
H 0.145 -3.053 1.570 0.22 -0.25 -0.56
H 0.900 -4.599 2.155 0.31 0.15 -0.51
H 0.772 -3.797 4.380 -0.05 0.16 0.40
H -0.824 -3.595 3.653 0.05 -0.32 -0.01
H -0.407 -1.271 4.657 0.49 -0.93 1.13
H -0.582 -1.341 3.128 0.42 -0.12 -1.18
H 1.719 1.241 3.575 0.49 -0.20 -0.13
H 0.112 0.643 3.248 0.13 -0.32 -0.56
H 0.709 0.626 4.824 0.19 -0.02 0.26
H 2.830 -2.338 4.786 0.18 0.21 -0.12
H 3.010 -0.597 5.180 0.23 -0.20 0.41
H 1.676 -1.628 5.814 -0.11 0.51 0.00
H 2.179 -2.152 0.000 -0.50 0.47 0.35
H 2.332 -3.823 0.118 -0.34 -0.40 0.64
H 3.671 -2.852 0.493 0.18 0.22 0.24
H 3.942 -1.245 2.990 1.28 0.35 0.22
C -3.932 -0.047 -1.142 -0.15 0.31 0.02
C -4.531 0.682 0.074 -0.68 -2.67 0.88
C -6.098 0.590 -0.103 -0.86 -1.90 -1.03
C -6.755 -0.840 0.209 2.81 1.27 2.10
C -6.217 -1.197 1.650 -0.64 0.43 -0.20
C -4.670 -1.290 1.843 0.12 0.80 -0.80
N -4.054 -0.048 1.331 -2.12 0.82 0.51
O -2.710 0.130 1.767 -1.11 0.06 -1.17
C -4.351 -1.369 3.333 -0.47 -0.64 0.79
C -4.234 -2.600 1.182 0.56 0.03 -0.37
C -4.188 2.121 0.114 1.02 1.07 -0.36
H -2.901 -0.356 -0.967 0.26 0.40 -0.27
H -4.455 -0.975 -1.375 -0.21 0.06 0.12
H -4.053 0.612 -2.001 0.46 -0.12 -0.28
H -6.682 1.442 0.246 0.25 -0.17 0.97
H -6.315 0.654 -1.169 0.59 0.41 -0.44
H -7.842 -0.884 0.139 0.15 0.23 0.07
H -6.306 -1.613 -0.414 -0.27 0.21 -0.53
H -6.695 -2.142 1.910 0.28 -0.16 0.44
H -6.534 -0.443 2.369 -0.36 0.10 -0.03
H -3.322 -1.456 3.680 0.31 -0.26 -0.90
H -4.859 -2.282 3.642 -0.07 -0.03 0.54
H -4.690 -0.542 3.957 -0.60 0.20 -0.45
H -3.164 -2.779 1.290 0.11 -0.05 0.24
H -4.405 -2.605 0.106 -0.23 0.05 0.00
H -4.798 -3.422 1.623 0.15 -0.12 -0.01
H -3.114 2.274 0.012 0.20 -0.05 0.24
H -4.602 2.602 -0.772 -0.25 0.08 0.00
H -4.526 2.651 1.004 -0.12 -0.24 0.03
H -2.231 -0.131 0.977 1.23 -0.08 -0.07
```
Positions in Å, forces in eV/Å.